Entry 1:
Formula: C2H31O13S
Source: the Open Molecules 2025 dataset
Level of theory: ωB97M-V with the def2-TZVPD basis set

Geometry as XYZ:
```
47
C2H31O13S ωB97M-V with the def2-TZVPD basis set
H -0.119 -2.091 -2.425
H 0.717 -2.167 -0.092
H 2.834 -0.299 2.702
S 2.207 -2.426 2.071
O 0.129 4.289 1.815
H -3.655 0.240 0.451
H -0.827 4.206 2.046
O -2.885 -2.685 -2.480
O 3.999 -2.280 -0.627
H -3.122 -1.753 -2.572
H -1.218 -0.951 3.670
H 3.400 -0.190 0.428
H 2.096 0.945 0.516
H -2.584 2.390 2.236
H 1.904 1.648 -2.724
H -1.920 -2.530 1.702
H -1.123 2.628 -0.941
O -1.283 -1.915 3.564
H 0.466 3.665 2.473
H -1.327 -2.308 -3.366
O -0.360 -2.096 -3.368
H 4.056 -1.756 0.178
H 0.123 -3.444 -0.588
C 2.329 -0.108 0.564
H 1.729 -0.594 -0.215
C 1.993 -0.559 2.034
H -1.156 -2.220 0.354
H 3.393 -2.966 -0.326
H 0.669 4.009 0.050
O -2.303 3.313 2.357
H -2.054 1.399 -0.565
H -2.585 3.804 1.580
H 1.016 -0.374 2.501
H -2.407 -2.677 -1.637
H 2.596 1.316 -1.447
H 0.220 -0.446 -3.526
H -0.171 0.909 -2.891
O 2.504 2.062 -2.057
O 0.096 -2.490 -0.764
H -0.354 -2.201 3.611
O -1.841 2.043 -1.260
O -2.799 0.349 0.886
O -2.052 -2.280 0.776
O 0.452 0.522 -3.528
H 1.217 3.132 -1.287
H -2.467 -0.596 0.906
O 0.467 3.529 -0.783
```

Calculated values
Total charge: -1
E_LUMO, eV: 2.271
Gap between HOMO and LUMO, eV: 6.647
Electronic energy, Ha: -1471.1966
2S+1: 1
E_HOMO, eV: -4.377



Entry 2:
Formula: C39H43ClLaP2Si2
Source: the Open Molecules 2025 dataset
Level of theory: ωB97M-V with the def2-TZVPD basis set

Geometry as XYZ:
```
88
C39H43ClLaP2Si2 ωB97M-V with the def2-TZVPD basis set
C -2.752 2.689 -4.665
H 3.498 1.811 1.661
H -2.179 -1.539 -6.002
C 0.322 5.150 -0.629
C -0.129 6.588 -2.948
H 1.305 -5.902 6.465
C -2.611 -0.580 -4.114
C -2.198 -0.350 -2.799
H 0.600 4.667 0.305
C -0.618 -2.186 -3.051
H -3.450 -0.014 -4.527
H 1.091 -5.277 0.013
C 1.153 -6.197 4.326
C -0.237 1.517 -0.711
C -0.906 -2.270 -4.414
H -0.631 8.265 -1.657
H 0.982 -6.201 2.181
H -0.381 -2.978 -5.052
P 0.441 -3.375 1.381
H 2.951 0.140 3.689
C 3.061 -0.151 2.649
C 0.814 -4.200 2.990
C -1.923 -1.476 -4.943
P 0.430 -1.587 4.055
La 0.862 -0.138 1.073
H -1.670 -3.660 0.201
C -1.284 -1.261 -2.234
C 0.989 -5.581 3.079
C -1.331 2.802 1.559
H -1.753 3.246 2.461
Si 0.588 2.566 -1.970
H 1.947 2.075 -2.269
C 0.053 2.643 1.460
C 3.530 -0.047 0.389
C -2.159 2.229 -5.817
H 0.372 4.771 -3.991
C -0.094 1.759 -4.634
H -2.369 3.413 -2.690
H -3.248 2.619 0.623
H -0.426 1.278 -6.732
H 3.050 -2.400 2.733
H 3.572 -2.281 0.104
H -0.287 6.938 0.429
H 0.731 2.886 2.284
C 0.391 4.454 -1.847
H -1.845 -3.937 1.957
C -1.721 1.741 -0.604
H 1.582 0.154 5.320
C 0.823 -3.410 4.180
H -1.141 -1.269 -1.144
C 0.230 5.231 -3.011
H 0.930 1.374 -4.684
C -0.341 7.212 -1.715
Cl -1.726 -0.833 1.412
H 1.252 -7.281 4.387
C 3.352 0.738 1.575
H 1.026 -3.454 6.338
Si -2.829 1.262 -2.039
C -2.078 2.569 -3.346
H 3.873 0.309 -0.583
H 1.632 -3.718 -0.703
C -0.596 2.257 -3.449
H -1.111 -5.215 0.927
H 2.352 -1.451 5.532
C 1.168 -5.428 5.492
C -1.237 -1.603 4.812
C 1.531 -4.293 0.230
C -2.178 2.419 0.510
H 0.057 0.450 -1.007
H 2.527 -4.409 0.676
H 0.107 -2.867 -2.607
C 1.005 -4.038 5.414
H -1.794 -2.453 4.406
H -1.139 -1.714 5.897
H 1.734 2.326 0.144
C -1.212 -4.132 1.079
C -0.852 1.709 -5.818
C 0.624 2.265 0.228
C -0.129 6.473 -0.547
H -0.228 7.167 -3.868
C 1.393 -0.921 5.468
H -3.726 3.189 -4.698
C 3.365 -1.415 0.736
H -1.766 -0.673 4.576
H -4.196 1.128 -1.647
H -2.712 2.238 -6.761
H 0.811 -1.064 6.389
C 3.083 -1.486 2.134
```

Calculated values
Energy relative to the best compared isomer or geometry (same formula, charge and spin), kJ/mol: 195.6
Total charge: +1
E_LUMO (alpha / beta), eV: -4.381 / -4.380
Gap between HOMO and LUMO (alpha / beta), eV: 4.499 / 4.500
Electronic energy, Ha: -3265.1498
2S+1: 1
E_HOMO (alpha / beta), eV: -8.880 / -8.881



- total charge of number 2 (C39H43ClLaP2Si2)?
  +1